1.
Here is a cluster of 12 separate species, CH26O12 in total from OMol25. Energies are from ωB97M-V with the def2-TZVPD basis set.

Its HOMO energy is -0.3910 Eh. Its relative energy (zero: lowest compared OMol25 entry of this formula, charge and spin) is 0.000 eV. As for the total charge: 0. The calculated total energy is -956.5974 Ha. As for the SMILES: CO.O.O.O.O.O.O.O.O.O.O.O.

Last column: natural (NBO) charge in e.
CARTESIAN COORDINATES (ANGSTROEM)
O 2.4550 0.1918 -2.3180  -0.9766
O -1.9541 -2.0212 -2.0017  -0.9709
O 1.0586 -2.2039 2.6172  -0.9763
O 0.3892 -0.3006 -0.3965  -0.9884
O -2.0589 -0.3562 1.7627  -0.9854
O -1.8885 0.8949 -3.0384  -0.9657
O -2.3663 1.8265 0.0246  -1.0034
O -1.7055 -3.2601 1.0505  -0.9611
O 0.2522 3.0294 0.2582  -0.7911
O 1.5936 -2.7818 -0.3853  -0.9712
O 0.3426 0.9262 2.8968  -0.9879
O 2.6435 1.1917 0.7060  -0.9717
C 0.6311 3.4565 -1.0448  -0.2580
H -2.3820 0.9988 0.5489  0.5091
H -0.1245 4.1037 -1.4597  0.1809
H -0.6750 2.7920 0.3065  0.5149
H 1.3586 -2.6203 3.4325  0.4708
H 0.6094 1.1443 1.9832  0.5057
H -1.6970 -3.6638 1.9301  0.4773
H 2.6363 -0.6812 -2.6734  0.4761
H -0.7596 -3.0666 0.9156  0.4909
H -1.9919 -0.0615 -2.9267  0.4946
H 1.1352 -1.2486 2.8273  0.5016
H -1.4726 0.1090 2.3833  0.4966
H 1.8635 -3.4320 0.2591  0.4754
H 1.7523 0.0099 -1.6738  0.4857
H 2.0532 1.9276 0.4981  0.4781
H -1.4825 -2.8528 -2.0729  0.4895
H 1.5727 4.0318 -0.9736  0.1915
H 2.9179 0.8694 -0.1811  0.4862
H -2.6973 -2.2188 -1.4431  0.4894
H 0.9415 1.4310 3.4649  0.4879
H -0.9594 1.0125 -3.2283  0.4722
H 0.1111 0.6330 -0.5706  0.4915
H -2.4838 1.5973 -0.8909  0.4918
H 1.7251 -1.9130 -0.0075  0.4964
H -1.6627 -1.2478 1.7758  0.4941
H -0.3948 -0.8445 -0.6192  0.5060
H 0.7136 2.5976 -1.7358  0.1537

Cartesian forces, eV/Å:
-0.0769 0.1268 0.1954
0.4737 0.4366 -0.2940
0.0893 0.6144 0.3869
-0.7705 0.8137 -0.4665
0.5998 -0.3281 0.5224
-0.3529 -0.1382 0.3113
0.3260 0.1932 0.8838
0.6702 0.1113 0.2957
1.2569 0.0249 0.2994
-0.3660 -0.3763 -0.8018
0.2475 -0.0506 -0.2444
0.2451 -0.1571 -0.7842
-0.1721 -0.1886 0.0020
-0.0061 0.1371 -0.2761
-0.2800 0.4024 -0.1910
-0.8172 -0.2117 -0.3192
-0.0222 -0.1369 -0.0696
0.0577 -0.1111 0.3843
-0.2038 0.0206 -0.1899
0.1840 -0.1194 -0.1252
-0.1874 -0.0843 -0.1559
0.0237 -0.0265 0.0027
-0.2292 -0.3767 -0.3966
-0.1566 0.2272 -0.0864
0.2074 0.0405 0.3931
-0.1729 -0.1533 -0.0230
-0.0816 0.1276 0.1003
0.2081 -0.1641 -0.0562
-0.3931 -0.5401 -0.0506
-0.0788 0.2048 0.7362
-0.5580 -0.1119 0.5193
-0.2050 -0.0670 -0.2363
0.3698 0.0672 -0.1447
0.0427 -0.9865 0.4908
-0.0904 -0.3083 -0.7791
0.0149 0.2702 0.4341
-0.5502 0.1723 -0.3866
0.3839 0.3535 -0.0387
0.3703 0.2924 0.1585



2.
Here is a cluster of 40 separate species, H80O40 in total from OMol25. Energies are from ωB97M-V with the def2-TZVPD basis set.

Its HOMO energy is -0.3805 Eh. Its relative energy (zero: lowest compared OMol25 entry of this formula, charge and spin) is 8.089 eV. As for the total charge: 0. The calculated total energy is -3057.4601 Ha.

Last column: Mulliken charge in e.
CARTESIAN COORDINATES (ANGSTROEM)
O 1.6266 0.6002 -3.2658  -0.7326
O -1.1307 2.0332 5.0619  -0.4816
O -0.9970 3.9123 0.9635  -0.5236
O -0.8171 -0.6655 5.6724  -0.6060
O 1.1026 2.9099 2.0758  -0.4964
O -2.6417 5.7383 1.0245  -0.6573
O -1.3537 -4.9985 2.3778  -0.5715
O 2.0115 -0.8552 -1.1250  0.5390
O 1.3535 -2.3107 3.8046  -0.5314
O 2.8448 0.9853 1.6963  -0.2706
O 0.0291 0.9855 -0.8767  1.8546
O 6.1957 0.4570 -2.2417  -0.7352
O -4.0280 -1.8616 -3.6017  -0.5054
O -1.0230 -3.0909 -2.0949  -0.3631
O -1.7310 -0.4127 -3.1810  -0.6656
O 4.5109 -3.3351 3.4330  -0.6438
O -3.5004 1.1597 -1.3865  -0.2374
O -3.5303 -1.7168 3.2859  -0.7103
O 5.2977 2.5532 -0.9206  -0.6386
O -3.5402 -2.4863 -1.0973  -0.4850
O 2.6110 2.9318 4.0670  -0.6315
O 2.3319 -3.5299 -2.0897  -0.8374
O 4.0415 -0.8086 2.6041  -0.8779
O -1.6518 -1.7191 1.2336  -0.2534
O -2.4368 -5.3961 -1.3279  -0.6704
O 0.5268 -4.3989 -0.0226  -0.6454
O -3.5934 1.2985 3.8628  -0.7082
O -3.2825 2.5881 0.7592  -0.6782
O -4.3072 -0.3582 0.4725  -0.6369
O 0.9525 -1.8512 1.1247  0.5850
O 0.7995 -0.0768 -6.1982  -0.5618
O 4.6603 -1.7020 0.2028  -0.6321
O 2.1270 -1.9356 -4.4810  -0.5681
O -1.2589 1.1350 2.1231  0.4413
O 3.0666 1.4889 -0.8518  -0.6148
O -5.0780 2.3961 -3.1619  -0.7190
O -1.5655 5.3829 3.4662  -0.4774
O -0.7919 3.1903 -2.7007  -0.8757
O -2.5084 1.9221 -4.4541  -0.8001
O 4.1438 0.1048 -4.6811  -0.6166
H -1.8246 -0.2336 -2.2633  0.1315
H 2.1672 -1.8920 4.0527  0.2185
H -2.0616 2.5301 -3.8641  0.4655
H 4.1028 -4.2038 3.3878  0.2927
H -2.3671 -1.3172 0.7383  0.3230
H -2.7644 -1.8088 2.7131  0.3812
H 2.1902 -2.6915 -3.8719  0.2564
H -1.4440 4.7052 0.6079  0.3164
H 3.0968 -0.3984 2.4151  0.5945
H -1.5804 -2.6216 0.8270  0.0338
H -4.1498 1.3243 -2.0851  0.3001
H -5.0131 3.2065 -2.5938  0.3234
H -3.1817 1.7135 4.6420  0.3213
H 2.5280 1.8641 1.9678  0.7197
H -1.2913 -5.9534 2.6732  0.2742
H 3.6698 1.0100 1.2554  0.1595
H -1.5624 2.7913 -2.2323  0.3077
H 2.5335 -1.3732 -0.4987  0.0850
H 0.9432 -1.9325 2.0628  0.0505
H 2.0344 1.5448 -0.7837  0.0524
H 0.6029 -0.9734 0.8696  -0.1700
H 5.4023 2.3484 0.0350  0.2755
H -1.6794 1.6386 1.4032  -0.0566
H -1.6676 3.5151 1.5207  0.0745
H -0.0326 -0.8841 5.1512  0.3342
H -3.5724 -0.8217 3.6619  0.3877
H 3.4105 0.5274 -4.2951  0.3017
H 1.3212 1.0825 -4.0544  0.2932
H 4.4776 -1.3528 1.0926  0.3566
H 2.5851 -0.0890 -1.1734  -0.1061
H -2.9809 6.1571 0.1763  0.2939
H -4.1328 -0.4664 1.4369  0.2142
H -0.9744 2.7255 5.6881  0.2396
H 1.0576 -3.7451 0.5708  0.1619
H -0.9117 -1.2048 6.4273  0.2351
H -0.0019 2.7452 -2.4161  0.2839
H -3.5666 -3.4751 -1.2262  0.1901
H -2.3528 -5.0500 2.3420  0.3074
H -3.5864 1.6519 0.8347  0.2205
H 5.7068 -0.1466 -1.7167  0.3260
H -4.3235 2.4441 -3.7589  0.3992
H 3.2030 2.5130 4.6725  0.2493
H 2.3624 2.5774 3.1931  -0.1526
H 3.4034 2.0115 -1.5722  0.1943
H 1.4739 3.7913 2.3431  0.3923
H -0.5489 -2.7642 -2.8876  0.1333
H -0.6207 0.3710 -0.5941  -0.5250
H 0.6923 3.3117 1.2691  -0.0655
H -1.7932 -5.5064 -2.0307  0.3540
H 0.0021 -4.8518 0.6454  0.2985
H 4.4781 -2.6405 0.1197  0.2525
H -1.1137 0.1448 -3.6514  0.2729
H 2.9779 -1.5726 -4.8576  0.3072
H -0.6145 1.7290 2.5417  -0.1410
H -4.9982 -1.0442 0.3339  0.2189
H -3.1478 -2.1576 -1.9125  0.3324
H 1.3302 -0.3412 -3.4078  0.2249
H -2.8306 1.1064 3.2924  0.2988
H -2.5395 1.0561 -3.9584  0.4518
H 3.9768 -2.5873 3.2177  0.3609
H 2.1109 -2.8184 -1.3097  0.1794
H -3.4482 0.3006 -0.8926  0.0228
H 5.5174 1.6840 -1.3432  0.4502
H -4.8775 -2.2816 -3.3727  0.2339
H -1.7636 5.2591 4.4092  0.2463
H 0.5590 0.5628 -1.5462  -0.5073
H 6.0574 0.3541 -3.2013  0.2926
H 1.1587 -3.0958 4.3069  0.2267
H -2.2117 -4.4632 -0.9678  0.2202
H -1.0302 6.1345 3.4286  0.2474
H -2.7090 2.7767 0.0334  0.3211
H -0.4330 -3.6533 -1.5950  0.2245
H -0.0655 -0.1417 -6.6845  0.2858
H -0.7594 1.2213 5.4833  0.2914
H 3.2118 -3.2512 -2.2459  0.3377
H -4.2791 -1.3891 -4.3679  0.2437
H -3.2123 5.0115 1.2491  0.3344
H 4.0995 0.6295 -5.4840  0.3460
H 1.3568 -0.8303 -6.1550  0.3168
H 4.7521 -0.3092 2.2277  0.2990

Cartesian forces, eV/Å:
-0.6484 -0.2360 -0.6130
0.2574 -0.9748 0.0289
0.9391 -0.1930 -1.1165
0.1435 1.5083 -1.4722
0.7177 2.5540 -0.7815
-0.5229 2.3306 -2.2125
-2.0261 -2.4053 0.6107
0.0970 -1.3737 0.0451
-1.0235 0.5616 -0.6347
-1.9144 0.0867 0.9248
0.3373 1.8761 0.0550
1.2109 1.0902 -1.0470
-0.8892 -1.1022 0.8500
-0.0250 0.6536 -1.1399
-0.3136 -1.2156 -1.8841
1.5200 -1.2269 0.7268
2.0176 -0.1604 0.2196
-1.0623 0.0476 0.2234
0.7907 -0.4798 0.9643
-0.4484 -1.7534 0.6131
-0.8620 1.6749 -0.0908
-1.7774 2.0368 3.0615
-2.1628 -1.5211 1.0583
0.0299 -1.2553 -0.3594
0.1171 2.0857 1.3799
1.3542 1.2465 1.6142
-0.1820 -0.1813 0.2230
-1.0293 -0.0779 2.2649
-0.6352 -0.8216 1.7840
0.8416 0.4124 -1.4742
-1.8355 2.4179 -0.3037
0.2944 0.5768 -1.3296
0.2270 0.6551 -1.0184
-0.1022 -0.1889 -0.1275
-3.1520 -0.3416 0.7757
-0.3312 1.1157 0.9867
-1.4259 -2.0049 0.9937
-1.5582 0.5753 -0.1389
-0.9322 -1.2155 0.0070
1.2517 -0.2911 -1.3536
0.2712 0.8746 0.9250
0.7430 -0.1779 0.6353
0.6370 0.1844 -0.1266
-0.4882 0.5303 -0.1966
-0.5012 -0.0311 -0.3746
0.6218 0.3274 -0.0759
0.5482 0.2874 -0.1182
0.3642 -0.1475 0.4553
2.7815 0.0853 -0.0540
0.1313 1.2455 0.4008
-0.4850 -0.8064 0.1469
-0.1505 -1.1020 -0.8071
0.0060 -0.3160 -0.4947
-0.0411 -0.4667 -1.3958
0.8219 1.3669 -0.4099
0.8097 0.7794 -1.0307
1.3220 0.1081 0.2145
-0.2312 0.1189 0.4890
-0.3421 0.1134 1.3094
2.7109 0.2527 -0.2052
0.1788 -0.7794 0.3384
-0.1895 0.5211 -0.9687
0.3870 -0.0735 0.4690
-0.0515 0.0510 0.4853
-0.2056 -0.5259 0.2746
0.3426 -0.1562 -0.0075
-1.9637 0.3754 2.1925
-0.1689 -0.3921 0.1593
-0.4784 -1.3332 -0.0928
0.5328 0.7916 -0.4357
0.2626 -0.9048 1.6736
-0.1527 -0.0474 -0.4532
0.2790 0.6684 0.4664
-1.4959 -1.1150 -1.7192
0.2034 -1.1013 1.0918
0.1670 -0.6019 0.5674
-0.1164 1.6089 -0.0798
1.2881 1.0527 -0.2466
0.1862 1.2759 -0.9781
-0.8881 -1.5498 0.1798
0.4470 0.0306 -0.4946
0.4999 -1.0095 -0.4232
0.7118 -0.4793 1.9529
-0.0490 0.5713 -0.2958
-0.4762 -0.9453 0.6561
-0.3316 -0.3222 0.8151
-0.7013 -1.0021 0.6266
-0.6956 -1.1838 0.0823
0.0859 0.1135 -0.1931
-0.3764 -0.2040 0.0456
0.0572 -0.0084 0.6540
0.6505 0.2985 0.6109
-0.8572 -0.9852 1.3011
-0.1566 -0.0272 -0.1280
0.8003 0.5404 -0.2628
0.1194 -0.1427 -0.2973
0.7656 0.8715 -0.1113
0.2823 0.3381 0.0838
-0.1150 1.0795 -0.4952
-0.7621 0.4393 -0.5985
0.1036 -2.5548 -3.1278
-1.2732 1.0321 -1.1315
0.2455 1.0184 -0.0795
0.5763 0.0376 0.2544
0.1135 0.0442 -0.4932
0.1900 -0.7232 -0.5433
-0.4775 -0.3483 0.7987
0.3336 -0.3025 0.4023
-0.2188 -2.4253 -1.0216
1.2777 1.8714 -0.2079
0.2060 -0.7865 -1.1313
0.9465 -0.1324 0.3511
1.8010 -0.6551 0.6980
-0.6057 0.4603 -0.3839
1.7368 0.2325 -0.4880
0.0564 1.0713 -1.4528
-0.8157 -0.4900 0.1536
0.8344 -0.1928 -0.8210
-0.1403 -1.6406 -0.2094
0.2773 1.0339 0.3878



3.
Here is a structure of composition C22H31N7O2Rh from OMol25. Energies are from ωB97M-V with the def2-TZVPD basis set.

Its HOMO energy (alpha / beta) is -0.6096 / -0.6096 Eh. Its relative energy (zero: lowest compared OMol25 entry of this formula, charge and spin) is 0.989 eV. As for the total charge: +3. The calculated total energy is -1500.3493 Ha.

Last column: natural (NBO) charge in e.
CARTESIAN COORDINATES (ANGSTROEM)
Rh 0.0756 0.0787 -0.1089  1.0650
O -2.2133 -0.6968 -4.8387  -0.6506
O -2.8278 1.5157 -8.1023  -0.7105
N 1.9012 -0.5443 0.2482  -0.4108
N -1.4572 0.5608 -6.5710  -0.5793
N -1.8611 -0.1191 -0.6055  -0.4296
N -1.1855 -0.3707 1.9438  -0.5381
N 0.6504 0.8634 -2.3411  -0.4339
N 0.0859 -1.5742 -1.1202  -0.3588
N 0.6701 1.7387 1.1746  -0.5925
C 1.9096 0.7813 -2.7860  0.0345
C -2.1775 -1.0982 -1.4086  0.3792
C 2.2990 -1.6273 -0.3577  0.3786
C -1.3746 0.0461 -5.3345  0.6564
C -3.5524 -1.3409 -1.9096  -0.7132
C 0.2123 -3.7124 -2.7729  -0.1082
C -2.5799 0.3189 -7.4547  0.0988
C -0.9812 -3.0170 -2.6428  -0.1528
C -0.1798 1.8325 2.3815  -0.2438
C -2.6063 -0.0519 1.6606  -0.2451
C 2.1376 1.5710 1.4418  -0.2445
C -0.1504 0.3912 -4.5368  -0.1326
C -0.3483 0.7011 -3.2019  0.0701
C -0.4937 0.4602 2.9412  -0.2478
C 2.6174 0.1162 1.3244  -0.2708
C -1.0363 -1.9295 -1.7801  0.2112
C 1.2647 -2.2256 -1.2168  0.1264
C -2.7757 0.5716 0.2623  -0.2542
C 1.1554 0.2751 -4.9987  -0.0987
C 1.3408 -3.3331 -2.0518  -0.1506
C 2.2009 0.4994 -4.1096  -0.2178
C 3.6493 -2.2085 -0.1546  -0.7045
H -1.3559 0.8212 -2.8306  0.2251
H 2.2614 -3.8894 -2.1563  0.2672
H 2.3924 1.9459 2.4348  0.2464
H -2.5214 1.6329 0.2777  0.2273
H -1.0974 0.5716 3.8470  0.2510
H 0.3046 2.4321 3.1559  0.2476
H 2.7030 0.9454 -2.0683  0.2159
H 3.6961 0.1103 1.1462  0.2528
H -1.1083 2.3355 2.1067  0.2252
H -3.0100 0.6376 2.4039  0.2475
H -2.3574 -0.5084 -8.1451  0.1787
H -4.1285 -1.9540 -1.2094  0.2791
H 3.2302 0.4239 -4.4304  0.2654
H -0.8263 1.2872 -6.8809  0.4250
H 0.5717 2.6278 0.6900  0.4280
H -1.8569 -3.3171 -3.2002  0.2759
H 3.8160 -3.0862 -0.7715  0.2632
H 2.6800 2.1735 0.7128  0.2372
H 0.2647 -4.5670 -3.4336  0.2755
H 1.3607 -0.0128 -6.0219  0.2622
H -4.0920 -0.4069 -2.0534  0.2710
H 2.4480 -0.4403 2.2526  0.2352
H -3.1909 -0.9706 1.6944  0.2394
H 4.4220 -1.4700 -0.3799  0.2745
H -3.2912 1.4168 -8.9383  0.5076
H 3.7796 -2.4981 0.8916  0.2810
H -3.4170 -0.0287 -6.8319  0.1856
H 0.4270 -0.0514 3.2229  0.2190
H -3.8183 0.4851 -0.0518  0.2488
H -1.0914 -1.3510 2.1859  0.4245
H -3.5255 -1.8706 -2.8591  0.2855

Cartesian forces, eV/Å:
-0.5350 0.1764 0.1496
0.0958 -0.1450 0.4614
0.1931 0.6212 0.1653
1.0524 -0.6895 0.1176
0.3126 -0.0061 0.3450
-0.5007 -0.4029 -0.7319
1.3800 -0.0810 -1.5754
-0.1965 -0.6462 1.8318
-0.5998 -0.7603 -0.3277
-0.2493 0.0540 -0.6670
0.3128 -0.0299 -0.1629
-0.5748 1.4190 0.5981
0.1499 0.9270 0.6692
-0.2570 0.2708 -0.8269
-0.1870 -0.3747 0.1126
0.0948 -0.0022 0.1090
-0.7495 -0.9789 -0.1134
-0.3652 0.1401 0.0338
-0.2599 -0.2189 0.3833
-0.2162 0.1932 -0.4247
0.2470 -0.3137 -0.0618
0.2232 0.1059 0.0788
-0.2882 0.1685 -0.2275
0.1072 0.2632 0.2785
0.4432 0.3320 0.1114
1.4473 -0.5703 -0.2097
-0.8250 -0.0354 -0.4688
-0.7659 0.4243 0.2028
-0.0539 0.0070 0.0909
0.1381 0.1008 0.0317
-0.0815 0.0685 0.1044
0.0039 -0.1716 0.0488
0.0580 -0.0566 -0.0431
0.0263 -0.0083 0.0285
-0.0550 0.0958 -0.0579
0.0223 -0.0481 -0.0698
-0.0076 -0.0652 -0.0438
-0.0062 0.0513 -0.0756
-0.0315 -0.0470 0.0256
-0.0386 0.0339 0.0921
0.0666 0.0793 -0.0474
0.0744 -0.1035 0.1077
0.1783 0.2599 0.0155
0.0328 -0.0291 0.0339
0.0226 0.0650 0.0024
0.0812 -0.0654 0.0400
0.0241 -0.0439 -0.0371
-0.0076 0.0091 -0.0418
0.0213 0.0016 0.0001
-0.1233 0.0454 0.0032
-0.0004 -0.0121 -0.0194
-0.0171 0.0427 -0.0413
0.0543 0.0226 -0.0179
-0.0449 -0.0295 -0.1060
0.1100 -0.0456 0.1331
-0.0129 -0.0062 -0.0315
-0.0135 -0.2662 -0.0342
0.0012 -0.0348 -0.0105
0.1097 0.2396 -0.0553
-0.0580 -0.0559 0.0453
0.0463 0.0156 0.0314
-0.0486 0.0326 0.0923
0.0399 0.0775 -0.0446



4.
Here is a cluster of 2 separate species, C2H3NOS in total from OMol25. Energies are from ωB97M-V with the def2-TZVPD basis set.

Its HOMO energy is -0.3183 Eh. Its relative energy (zero: lowest compared OMol25 entry of this formula, charge and spin) is 1.227 eV. As for the total charge: 0. The calculated total energy is -606.1423 Ha. As for the SMILES: N=C=O.C=S.

Last column: natural (NBO) charge in e.
CARTESIAN COORDINATES (ANGSTROEM)
S -1.8705 -0.6188 -0.8613  -0.0143
O 2.6776 -0.6906 1.6229  -0.4866
N 0.3987 -0.3283 1.2556  -0.7757
C 1.5369 -0.5399 1.5603  0.8720
C -0.3812 0.0016 -0.8848  -0.4161
H -0.4747 -0.3482 1.7381  0.4423
H -0.2018 1.0458 -0.6628  0.1910
H 0.4409 -0.5658 -1.2975  0.1874

Cartesian forces, eV/Å:
-0.0512 0.0407 -0.1152
1.0780 -0.2508 0.3721
-0.4781 0.1300 0.5262
-0.0549 0.0983 -0.1996
-0.8376 0.0461 -0.9275
-0.0348 -0.0883 0.2394
0.1250 0.0287 0.0384
0.2536 -0.0047 0.0661